1.
DFT (ωB97M-V with the def2-TZVPD basis set) results for 2 unconnected molecules or ions with the total composition C9H14 in a non-equilibrium geometry.

ORCA input file:
```
! RIJCOSX wB97M-V def2-TZVPD def2/J DEFGRID3
* xyz 0 1
C -1.0747 -2.0978 0.5624
C -2.5830 -0.3723 -0.3455
C -1.8166 0.7067 0.0770
C -0.3838 -0.9153 1.1039
C 0.7193 -1.0042 2.1330
C -2.2025 -1.6984 -0.0484
C 2.0892 0.9329 -2.0108
C -0.7109 0.4130 0.7975
C 1.4954 1.8534 -1.0407
H 2.5322 0.0855 -1.7695
H 0.3716 -1.4777 3.0872
H 2.9305 1.3441 -2.6052
H -3.3242 -0.3474 -1.1004
H -2.1607 1.6348 -0.1375
H 0.5401 2.3318 -1.1959
H 1.5524 -1.6321 1.9354
H -2.8605 -2.4073 -0.5358
H 2.1140 2.8021 -0.8001
H 1.0992 -0.0473 2.5206
H -0.1959 1.2107 1.2398
H 1.1355 0.5014 -2.5142
H 1.4848 1.2948 -0.0652
H -0.7513 -3.1114 0.7125
*
```

## Properties
structure (SMILES)	Cc1ccccc1.CC
E_HOMO	-0.3179	hartree
ΔE to the lowest compared entry with this formula, charge and spin	2.325	eV
energy	-351.2447	Ha

For reference, the Löwdin charges in units of e are:
1. C -0.013
2. C -0.073
3. C -0.081
4. C -0.215
5. C -0.074
6. C -0.128
7. C -0.179
8. C -0.107
9. C -0.204
10. H -0.002
11. H 0.090
12. H 0.082
13. H 0.086
14. H 0.075
15. H 0.055
16. H 0.056
17. H 0.098
18. H 0.094
19. H 0.076
20. H 0.088
21. H 0.113
22. H 0.058
23. H 0.106

2.
DFT (ωB97M-V with the def2-TZVPD basis set) results for 2 unconnected molecules or ions with the total composition C9H14 in a non-equilibrium geometry.

ORCA input file:
```
! RIJCOSX wB97M-V def2-TZVPD def2/J DEFGRID3
* xyz 0 1
C -1.7274 -2.5442 1.4099
C 2.1883 2.3866 0.1796
C -0.0504 -0.2960 -1.1256
C -1.1128 0.3918 -1.5118
C -1.6173 -1.4311 0.3793
C -2.6491 -0.3825 0.0412
C 3.0943 1.0934 0.2147
C -2.4840 0.4433 -1.0317
C -0.2999 -1.2393 -0.1188
H 3.2149 0.5850 1.0939
H -1.9814 -2.1479 2.3732
H -0.6878 -3.0659 1.4288
H 1.3974 2.1296 0.8794
H 2.6877 3.3032 0.3209
H 2.7262 0.4173 -0.7487
H -3.1581 1.1710 -1.3099
H -0.9276 1.1615 -2.3146
H 0.3989 -1.9280 0.2482
H 1.9013 2.3697 -0.8491
H 4.1436 1.4388 0.0108
H -3.5167 -0.4783 0.6610
H 0.9796 -0.1429 -1.4016
H -2.5198 -3.2352 1.1708
*
```

## Properties
structure (SMILES)	Cc1ccccc1.CC
E_HOMO	-0.3198	hartree
ΔE to the lowest compared entry with this formula, charge and spin	2.252	eV
energy	-351.2474	Ha

For reference, the Löwdin charges in units of e are:
1. C -0.069
2. C -0.145
3. C -0.120
4. C -0.122
5. C -0.212
6. C -0.034
7. C -0.155
8. C -0.059
9. C -0.055
10. H 0.008
11. H 0.062
12. H 0.104
13. H 0.063
14. H 0.039
15. H 0.098
16. H 0.074
17. H 0.114
18. H 0.076
19. H 0.040
20. H 0.064
21. H 0.090
22. H 0.075
23. H 0.064

3.
DFT (ωB97M-V with the def2-TZVPD basis set) results for 2 unconnected molecules or ions with the total composition C9H14 in a non-equilibrium geometry.

ORCA input file:
```
! RIJCOSX wB97M-V def2-TZVPD def2/J DEFGRID3
* xyz 0 1
C 0.7130 0.4263 -0.4184
C 0.9856 0.1976 -2.8819
C 1.1175 1.0280 -1.6318
C -2.4108 -1.9802 1.6892
C 1.4345 3.0847 -0.4412
C 0.5939 1.1690 0.7327
C 1.0555 2.5327 0.7512
C -1.4493 -3.1215 2.1076
C 1.4787 2.3295 -1.6323
H 0.3773 -0.6033 -0.3866
H 0.2083 0.7467 1.6492
H -0.0178 -0.2284 -2.9764
H 1.2385 0.7149 -3.8040
H 1.5735 -0.7227 -2.8472
H -0.9419 -3.4998 1.2166
H -0.8994 -2.7991 2.9883
H 1.7585 2.8598 -2.5344
H -1.9130 -4.0689 2.4207
H -1.8509 -1.3571 0.9909
H 1.7949 4.1070 -0.4628
H 0.9805 2.9793 1.7309
H -3.2525 -2.4084 1.1567
H -2.5745 -1.3860 2.5831
*
```

## Properties
structure (SMILES)	Cc1ccccc1.CC
E_HOMO	-0.3325	hartree
ΔE to the lowest compared entry with this formula, charge and spin	0.694	eV
energy	-351.3047	Ha

For reference, the Löwdin charges in units of e are:
1. C -0.061
2. C -0.057
3. C -0.289
4. C -0.155
5. C -0.095
6. C -0.079
7. C -0.085
8. C -0.177
9. C -0.063
10. H 0.103
11. H 0.092
12. H 0.080
13. H 0.073
14. H 0.078
15. H 0.058
16. H 0.058
17. H 0.110
18. H 0.056
19. H 0.040
20. H 0.099
21. H 0.094
22. H 0.061
23. H 0.059